(1)
Here is a molecular structure, C44H56AsIrN5O5PS from OMol25. Energies are from ωB97M-V/def2-TZVPD.

Geometry as XYZ:
```
114
Properties=species:S:1:pos:R:3:forces:R:3
Ir -0.601338 0.840883 1.162352 -1.2 -3.4 -0.2
C -0.073838 -0.027817 5.208852 -0.1 0.3 -1.0
S -0.753738 -0.490417 3.560752 -1.2 0.6 1.2
C -2.526338 -0.304117 3.972852 0.6 0.2 -0.4
O -0.508238 -1.925817 3.422352 0.3 -0.5 -0.5
H -0.523638 -0.652817 5.970852 -0.2 -0.2 -0.1
H -0.301738 1.019783 5.356852 0.0 0.2 0.1
H 0.999662 -0.183417 5.174452 0.1 0.0 -0.1
H -2.697538 0.726983 4.257852 -0.1 0.2 0.0
H -2.811838 -0.988217 4.763752 0.2 -0.1 0.2
H -3.087838 -0.524117 3.070152 0.0 0.0 -0.1
O -1.416838 3.632183 1.427852 0.0 0.1 -0.1
C -2.502038 3.055983 1.464652 -0.1 1.9 0.0
O -2.684238 1.819683 1.415852 1.7 -2.9 -0.5
H -3.433638 3.665183 1.552252 0.2 -0.4 0.0
N -1.495938 -1.877917 -0.133948 -0.2 -0.6 1.4
C -1.338138 -1.085417 0.703852 1.1 2.7 -0.9
C 2.783362 0.654783 -7.072948 0.0 0.0 0.0
C 1.827662 0.327083 -5.968848 -0.1 -0.1 0.1
C 0.477162 0.131883 -6.199948 0.1 0.0 0.0
C -0.419338 -0.186217 -5.181148 -0.1 0.1 -0.1
C -1.848638 -0.407017 -5.574148 -0.1 0.1 0.0
C 0.062662 -0.286517 -3.875048 -0.2 -0.4 0.4
As -0.984138 -0.754117 -2.205748 0.1 0.8 -1.1
N -0.794538 0.761083 -1.241148 -0.3 -1.0 2.9
C -0.671638 1.984483 -1.789548 0.6 1.9 -0.6
C -1.222638 2.351883 -3.036648 0.0 -0.4 0.5
C -1.142338 3.649483 -3.485548 0.2 0.4 0.0
C -0.515238 4.625283 -2.720348 0.0 0.0 0.0
C 0.055362 4.282783 -1.499248 0.0 0.2 -0.3
C -0.003638 2.987483 -1.050548 -0.1 -0.5 -0.4
C -2.837838 -1.206417 -2.656648 0.0 -0.3 0.2
C -3.968738 -0.435817 -2.374148 0.2 0.1 -0.1
C -3.918738 0.824883 -1.572348 0.1 0.1 0.2
C -5.198638 -0.866117 -2.865748 0.1 -0.1 -0.1
C -5.341038 -2.055717 -3.561648 0.2 0.1 0.0
C -6.662038 -2.490917 -4.109348 0.0 0.0 0.0
C -4.219438 -2.866517 -3.716848 0.0 0.2 0.1
C -2.977038 -2.469217 -3.257448 0.1 0.1 0.0
C -1.801538 -3.391917 -3.367448 0.1 0.1 0.0
C 1.435962 -0.148217 -3.632648 0.1 0.1 0.1
C 2.003562 -0.360417 -2.262648 0.1 0.0 0.2
C 2.293262 0.180683 -4.668648 -0.2 0.0 0.0
H 2.282862 0.669783 -8.037148 0.0 0.0 -0.1
H 3.585162 -0.082617 -7.107648 0.0 0.0 -0.1
H 3.236262 1.630783 -6.896848 0.0 0.0 -0.1
H 0.102462 0.221583 -7.210448 -0.1 0.0 -0.1
H -2.070438 0.131683 -6.492148 0.0 0.0 -0.1
H -2.544838 -0.085317 -4.801848 -0.1 0.0 -0.1
H -2.028138 -1.465717 -5.763948 -0.1 -0.1 0.0
H -1.759238 1.610683 -3.612548 0.0 0.0 0.0
H -1.583538 3.916983 -4.434648 -0.1 0.0 -0.1
H -0.475438 5.647183 -3.062848 0.0 0.1 -0.1
H 0.546262 5.041783 -0.907648 0.0 0.1 0.0
H 0.427562 2.693783 -0.096448 0.1 0.2 -0.1
H -3.248438 0.718183 -0.717648 -0.1 0.1 -0.1
H -4.909938 1.065583 -1.196648 -0.1 0.0 0.0
H -3.582338 1.668583 -2.176548 0.0 0.0 0.1
H -6.068738 -0.249717 -2.688648 -0.1 0.1 0.1
H -7.430538 -1.745817 -3.923748 -0.1 0.0 0.0
H -6.967038 -3.432017 -3.654048 -0.1 -0.1 0.0
H -6.583338 -2.656117 -5.183348 -0.1 0.0 -0.1
H -4.329038 -3.829117 -4.196148 0.1 -0.1 -0.1
H -2.091338 -4.339117 -3.815648 0.1 0.0 0.0
H -1.403038 -3.581917 -2.366048 0.1 -0.1 -0.1
H -1.005038 -2.945717 -3.972448 0.0 -0.1 0.0
H 1.664462 -1.323317 -1.864148 0.1 0.1 0.1
H 1.674162 0.420983 -1.574548 0.1 0.0 0.0
H 3.091562 -0.354717 -2.288348 0.0 0.0 0.0
H 3.349062 0.311383 -4.473548 0.1 0.0 0.1
C 3.459962 -2.290417 7.145552 0.0 0.1 0.0
C 3.060862 -2.751417 5.779152 0.0 0.0 -0.1
C 1.800262 -3.299717 5.559552 0.2 0.0 -0.1
C 1.420362 -3.735617 4.310352 0.2 0.0 -0.2
C 2.291562 -3.621217 3.225252 0.4 0.2 0.7
N 1.855062 -4.132617 2.000952 -0.7 -0.3 -0.2
C 2.418962 -4.143317 0.759352 0.1 -0.2 0.0
O 2.193262 -5.013617 -0.047248 0.0 -0.1 -0.2
N 3.306762 -3.102417 0.453652 0.3 -0.2 -0.1
C 3.115062 -1.753617 0.675752 0.1 0.7 0.2
C 4.158162 -0.851617 0.438652 -0.3 -0.1 0.1
C 3.938362 0.496983 0.644752 -0.3 -0.1 0.1
C 2.675562 0.918483 1.026552 0.2 0.6 0.0
N 1.674062 0.071283 1.237152 -1.8 0.4 -0.6
C 1.890962 -1.229017 1.103652 -0.1 -0.6 -0.1
C 3.558762 -3.083017 3.437652 -0.1 -0.1 -0.2
C 3.928662 -2.650817 4.697852 -0.2 0.0 0.3
H 3.032062 -2.933117 7.911552 0.0 0.0 0.1
H 3.092962 -1.279117 7.325852 0.0 0.1 0.1
H 4.541262 -2.283317 7.256052 0.1 0.0 0.1
H 1.112862 -3.398817 6.385652 -0.1 0.0 0.1
H 0.438962 -4.156217 4.164352 -0.1 -0.1 -0.1
H 1.072862 -4.775117 2.076552 0.3 0.1 -0.2
H 3.953662 -3.346917 -0.286248 -0.2 0.0 0.1
H 5.121362 -1.208517 0.103652 0.1 -0.1 0.0
H 4.727862 1.220683 0.510652 0.0 0.0 -0.1
H 2.452962 1.964683 1.164252 0.0 0.1 0.0
H 1.056662 -1.877017 1.320252 -0.1 -0.1 -0.1
H 4.276062 -3.031117 2.635552 0.0 0.0 0.0
H 4.920862 -2.246017 4.841852 0.1 0.0 0.0
C -0.759138 4.385183 4.247552 0.3 -0.3 -0.4
P 0.588562 3.492083 3.396352 0.7 1.8 0.9
C 1.887662 3.395983 4.687552 -0.5 -0.1 -0.5
C 1.282162 4.624083 2.139852 -0.4 -0.5 0.3
O 0.295662 2.089883 2.966552 -0.2 -0.6 -0.9
H -0.331638 5.229883 4.780452 0.1 0.1 0.1
H -1.240138 3.718283 4.959652 0.0 -0.1 0.1
H -1.497538 4.745283 3.540152 0.0 0.0 -0.1
H 2.228762 4.384883 4.972752 0.0 0.2 0.1
H 2.726862 2.813283 4.317552 0.1 0.0 -0.1
H 1.483462 2.890583 5.560952 -0.1 0.0 0.1
H 1.488962 5.587783 2.597552 0.0 0.1 0.1
H 0.554762 4.751683 1.344152 0.0 0.0 0.0
H 2.210562 4.217683 1.740952 0.0 0.0 0.0
```
Positions in Å, forces in eV/Å.

Its highest occupied orbital energy (alpha / beta) is -9.8 / -9.7 eV. For the LUMO energy (alpha / beta), the calculation gives -3.908 / -4.455 eV. As for the orbital gap (alpha / beta): 5.915 / 5.231 eV. As for the spin multiplicity: 2. As for the expectation value of S²: 0.77. As for the total charge: +1.

---

(2)
Here is a molecular structure, C17H42N3O10S2 from OMol25. Energies are from ωB97M-V/def2-TZVPD.

Geometry as XYZ:
```
74
Properties=species:S:1:pos:R:3:forces:R:3
N 6.760616 0.697286 1.723665 -0.3 0.5 0.8
C 5.365691 0.654206 2.209913 -0.3 -0.5 -1.1
C 4.407546 0.902089 0.992707 -0.3 0.3 1.3
C 3.628098 2.235346 1.228525 0.0 -0.8 -0.5
C 2.373576 2.058806 2.167186 0.3 0.7 -0.8
C 1.085723 2.453522 1.399894 0.3 -0.3 0.1
S -0.470367 2.220050 2.327263 -1.8 2.3 2.0
O -0.372259 3.170715 3.479184 0.6 -1.9 -1.6
O -1.574472 2.652668 1.421077 1.6 -1.2 0.5
N -0.640704 0.685325 2.969423 -1.1 1.1 -2.4
S -1.648335 -0.255786 2.019089 1.2 -4.1 0.1
N -3.242174 0.393436 1.936214 1.2 0.3 -0.5
O -1.815701 -1.554515 2.729932 0.2 2.7 -0.4
O -1.158840 -0.518194 0.635820 -1.0 1.6 1.7
H 7.344061 0.614642 2.547506 0.4 -0.1 -0.2
H 6.936211 -0.092475 1.119262 0.0 -0.2 0.0
H 5.207850 1.432178 2.967704 0.2 -0.1 -0.2
H 5.137984 -0.315595 2.684981 0.0 0.2 -0.1
H 3.697553 0.061667 0.949218 0.1 0.3 -0.3
H 4.999869 0.919207 0.069073 -0.1 0.1 0.2
H 4.342440 2.955319 1.656468 -0.3 -0.1 -0.1
H 3.342091 2.640529 0.244425 -0.2 0.0 0.3
H 2.295036 1.034566 2.549076 0.1 0.3 0.0
H 2.521941 2.780894 2.980122 -0.4 -0.5 0.1
H 1.140988 3.533485 1.196776 -0.4 -0.2 0.2
H 0.996931 1.970103 0.415944 -0.1 -0.3 0.4
H -3.272941 1.190671 2.570445 0.0 -0.1 0.1
H -3.245361 0.833735 1.015183 -0.1 0.0 0.0
C -4.952927 2.668751 -1.245803 -0.1 0.0 0.0
O -6.310619 2.358891 -0.999281 0.0 0.1 0.1
C -6.442202 1.159355 -0.251621 -0.2 0.2 -0.3
C -7.861343 1.009734 0.261948 0.2 -0.2 0.2
O -8.107834 1.750512 1.452816 -0.1 0.1 -0.1
C -8.263478 3.152938 1.287235 -0.1 -0.1 0.2
C -9.607344 3.542539 0.698729 0.3 0.2 -0.3
O -9.586521 3.416024 -0.715487 -0.1 -0.1 0.0
C -10.882519 3.472613 -1.263775 0.2 0.0 0.0
H -4.463228 1.860671 -1.799700 0.1 0.0 0.1
H -4.920194 3.577550 -1.844626 -0.1 0.0 0.0
H -4.420788 2.851353 -0.306025 0.1 -0.1 0.0
H -5.742538 1.167282 0.591440 0.0 -0.1 0.0
H -6.203240 0.317152 -0.913924 0.1 -0.1 0.1
H -8.005540 -0.035494 0.543072 0.0 0.0 0.1
H -8.595696 1.246237 -0.509767 0.1 0.1 -0.1
H -7.435966 3.576915 0.716248 -0.1 0.0 -0.2
H -8.210117 3.565578 2.297291 0.0 0.0 0.0
H -9.820265 4.592346 0.942288 -0.1 0.0 0.2
H -10.392174 2.904693 1.121942 0.0 0.0 0.1
H -11.486616 2.628389 -0.912030 -0.1 0.1 0.0
H -10.791848 3.406456 -2.346966 0.0 0.0 0.0
H -11.375314 4.417027 -1.005653 -0.1 0.0 0.0
C 7.934758 -2.117129 -3.099696 -0.2 0.0 0.1
O 6.757494 -2.859750 -2.877064 0.2 -0.1 0.1
C 6.597120 -3.892414 -3.836357 -0.3 0.3 0.2
C 5.505643 -4.853193 -3.403033 0.1 -0.2 -0.1
O 5.954679 -5.826457 -2.467650 0.0 0.2 0.0
C 6.139461 -5.358781 -1.136255 -0.1 -0.3 0.1
C 4.835942 -5.144655 -0.390289 0.1 0.5 0.0
O 4.283253 -3.884180 -0.724243 0.0 -0.1 -0.1
C 2.939005 -3.768608 -0.296252 0.2 0.1 0.0
H 7.925369 -1.660895 -4.095756 0.1 0.0 0.0
H 7.979876 -1.328098 -2.350848 -0.1 0.0 0.0
H 8.819160 -2.755174 -2.989716 0.1 0.0 -0.1
H 7.539877 -4.438793 -3.960680 0.0 -0.1 -0.1
H 6.315544 -3.430452 -4.792096 0.1 -0.1 -0.1
H 5.197103 -5.424802 -4.281270 0.0 0.0 0.0
H 4.627555 -4.323326 -3.031419 0.1 0.2 0.1
H 6.764469 -4.464545 -1.116473 -0.2 0.1 0.0
H 6.689529 -6.154711 -0.628613 0.0 0.0 0.0
H 5.029084 -5.157979 0.690857 0.0 -0.2 0.0
H 4.130734 -5.944906 -0.642990 0.0 -0.1 0.0
H 2.313915 -4.500678 -0.818791 -0.1 0.0 0.1
H 2.590228 -2.768026 -0.543270 0.0 0.0 0.0
H 2.865462 -3.903840 0.787475 -0.1 -0.1 0.0
```
Positions in Å, forces in eV/Å.

Its highest occupied orbital energy is -5.9 eV. For the LUMO energy, the calculation gives 2.262 eV. As for the orbital gap: 8.191 eV. As for the total charge: -1.

---

(3)
Here is a molecular structure, C10H25F2N5O5Pt from OMol25. Energies are from ωB97M-V/def2-TZVPD.

Geometry as XYZ:
```
48
Properties=species:S:1:pos:R:3:forces:R:3
Pt 0.312484 0.002610 0.461912 -0.2 -0.1 -0.2
F -1.706971 0.600332 -0.143096 0.0 0.1 0.0
F 0.063510 -1.772960 1.537132 -0.2 0.0 -0.2
O -5.021516 -2.815827 0.470985 0.0 -0.3 -0.1
C -4.278135 -1.994872 -0.040833 0.1 0.5 0.1
N -3.001252 -1.797846 0.351941 0.0 -0.4 0.2
C -4.756882 -1.119173 -1.192737 0.2 -0.4 0.3
H -2.687653 -2.386138 1.108733 0.1 0.1 0.1
H -2.440640 -0.969454 0.135248 -0.3 0.0 0.0
H -5.760876 -0.781151 -0.956089 0.0 0.2 0.0
H -4.828323 -1.751211 -2.080953 0.0 0.1 -0.1
H -4.062430 -0.297464 -1.352476 -0.2 0.2 -0.1
O 1.204455 1.930094 -0.515098 -0.5 0.1 -0.2
C 1.906951 2.902744 -0.687270 0.4 0.1 0.2
N 1.401571 4.049052 -1.215540 0.2 -0.3 0.2
C 3.351028 2.914554 -0.234553 -0.1 0.2 -0.2
H 2.010184 4.769341 -1.556257 -0.1 0.1 0.0
H 0.415537 4.054491 -1.412117 0.0 0.1 -0.3
H 3.804145 1.948842 -0.436266 0.0 -0.1 -0.1
H 3.357415 3.056618 0.846835 0.0 0.0 0.0
H 3.924340 3.719937 -0.696339 0.0 -0.1 0.0
O 0.251412 1.266019 2.329525 0.3 -0.3 0.5
C -0.468318 2.177642 2.705118 -0.6 0.2 0.1
N -0.986578 2.167003 3.961807 0.4 -0.1 -0.1
C -0.833813 3.323422 1.801106 0.4 0.3 0.5
H -0.669899 1.431501 4.573921 0.0 -0.1 -0.1
H -1.402371 2.972052 4.391035 -0.1 0.1 -0.2
H 0.085323 3.902123 1.657578 -0.1 -0.1 -0.2
H -1.551295 3.992482 2.271147 -0.2 -0.1 -0.2
H -1.170755 2.931104 0.846191 -0.1 -0.1 0.0
O 2.550198 -0.572987 0.373374 0.3 0.5 0.4
C 3.100986 -1.657805 0.265480 -0.1 -0.6 -0.3
N 2.902960 -2.435764 -0.822840 0.2 0.1 0.0
C 4.009825 -2.195588 1.331882 0.6 0.2 0.0
H 2.309911 -2.068536 -1.552099 -0.2 0.1 0.1
H 3.463993 -3.245902 -1.010943 0.0 0.0 0.2
H 4.425686 -1.359903 1.892608 -0.2 0.0 0.1
H 4.864069 -2.733096 0.914504 -0.2 -0.2 0.0
H 3.451789 -2.835201 2.012299 -0.1 0.0 0.0
O 0.367595 -1.007184 -1.581465 0.7 -0.5 -0.3
C -0.545049 -1.690791 -2.060459 -0.7 0.4 -0.1
N -1.728012 -1.115274 -2.325934 0.5 -0.3 -0.2
C -0.353336 -3.137222 -2.413759 -0.2 -0.1 -0.2
H -1.848169 -0.198224 -1.902996 -0.1 0.1 0.2
H -2.537886 -1.680922 -2.506378 0.0 0.0 0.0
H 0.159490 -3.207880 -3.375713 0.0 0.1 0.0
H -1.306704 -3.656255 -2.511588 0.0 0.0 0.1
H 0.252006 -3.627347 -1.656576 0.0 0.1 0.1
```
Positions in Å, forces in eV/Å.

Its highest occupied orbital energy (alpha / beta) is -7.4 / -8.0 eV. For the LUMO energy (alpha / beta), the calculation gives 0.406 / 0.406 eV. As for the orbital gap (alpha / beta): 7.799 / 8.361 eV. As for the spin multiplicity: 3. As for the expectation value of S²: 2.00. The energy relative to the best compared isomer or geometry (same formula, charge and spin) is 0.000 eV.

---

(4)
Here is a molecular structure, C16H28Cl8N4 from OMol25. Energies are from ωB97M-V/def2-TZVPD.

Geometry as XYZ:
```
56
Properties=species:S:1:pos:R:3:forces:R:3
C -2.478619 -1.681621 -1.205123 -0.1 -0.6 0.8
C -2.920157 -1.076073 0.074891 -1.5 1.1 2.8
N -3.272852 -0.595606 1.102812 1.0 -1.7 -4.2
H -2.139081 -0.897620 -1.881996 -1.0 -0.4 0.1
H -3.158134 -2.402783 -1.659299 -0.5 0.3 0.3
H -1.576813 -2.255576 -0.991970 0.2 0.0 0.2
C -0.864774 -0.444300 2.572669 -1.8 -6.0 1.2
C -0.976170 -1.891566 2.822553 0.7 2.5 0.0
N -1.152368 -2.997979 2.963251 -0.6 -2.6 0.5
H -0.306935 0.064627 3.358744 -1.2 -1.5 0.4
H -1.897119 -0.095334 2.597103 0.5 -2.4 0.1
H -0.445744 -0.306121 1.575965 -1.0 -0.7 1.3
C 0.473158 4.657573 -1.533915 5.2 2.5 -3.1
C 1.266754 3.600246 -0.938163 0.4 0.6 -0.1
N 1.868096 2.820783 -0.354830 0.6 1.1 -0.8
H 1.179249 5.481209 -1.639514 0.1 0.6 -0.2
H -0.377671 4.947664 -0.917445 2.5 4.2 -1.0
H 0.135639 4.386335 -2.534219 0.1 0.1 0.1
C 0.448419 0.507095 0.094262 -0.7 2.0 -1.8
C -0.295141 0.351004 -1.168549 0.5 0.5 0.5
N -0.883292 0.203277 -2.150169 0.7 1.8 0.5
H -0.214333 0.855297 0.886484 0.0 0.8 -1.5
H 1.236067 1.252785 -0.013750 -0.5 -0.5 -0.2
H 0.874054 -0.443070 0.416907 0.1 3.3 -1.4
Cl 2.442985 -2.331089 -3.128147 1.1 -0.7 -0.3
C 0.971198 -1.487401 -2.739133 -1.2 -0.3 -1.4
C -0.218984 -2.100428 -3.535465 -0.5 -0.2 -0.1
Cl -0.094113 -1.892320 -5.321840 0.2 0.0 0.5
H 1.150115 -0.457927 -3.049432 -0.2 -0.3 0.3
H 0.780600 -1.605943 -1.672502 0.1 0.4 -0.5
H -1.214267 -1.721223 -3.303704 0.7 0.6 0.0
H -0.396896 -3.159791 -3.350485 0.9 -0.3 0.0
Cl 0.872555 -1.922434 0.747199 1.0 -6.6 0.3
C 1.259138 -3.458891 -0.138615 0.3 -1.3 0.5
C 0.318428 -4.675888 0.176086 -0.5 1.4 0.3
Cl 0.550751 -5.459029 1.792688 0.4 0.2 -1.1
H 2.308844 -3.662779 0.072710 -0.2 -0.2 0.4
H 1.294526 -3.161290 -1.186601 -0.6 -0.6 0.3
H 0.252619 -5.387794 -0.646692 0.8 -0.3 0.2
H -0.714894 -4.334394 0.237134 0.0 0.4 0.1
Cl -1.468342 1.618994 2.522277 -2.5 7.8 -0.4
C -2.602873 2.506518 1.503819 -0.2 0.0 -1.8
C -2.209428 2.385665 -0.037022 -1.5 0.8 1.3
Cl -1.070637 3.747918 -0.570790 -8.7 -8.5 4.1
H -2.660431 3.528317 1.878936 0.0 0.0 -0.4
H -3.567250 2.014809 1.631498 0.1 0.1 0.0
H -3.096612 2.437380 -0.668147 -0.4 0.9 0.3
H -1.940058 1.386939 -0.380642 0.9 0.5 0.8
Cl 1.089157 0.937024 2.678282 5.7 1.6 1.7
C 2.654592 1.776219 2.869236 0.7 1.2 0.4
C 3.459850 1.514158 1.648880 0.4 -1.1 -1.8
Cl 4.930419 2.501599 1.364792 -0.2 0.1 0.6
H 3.241942 1.473551 3.736126 -0.5 -0.5 0.2
H 2.468905 2.835568 3.046480 -0.2 0.0 -0.4
H 2.909743 1.642469 0.716675 0.2 0.1 0.8
H 3.776185 0.471249 1.629703 0.2 0.0 0.3
```
Positions in Å, forces in eV/Å.

Its highest occupied orbital energy is -9.4 eV. For the LUMO energy, the calculation gives 0.192 eV. As for the orbital gap: 9.562 eV. The energy relative to the best compared isomer or geometry (same formula, charge and spin) is 13.682 eV.

---

DFT total energy? In order: -148019.8582 -64923.1770 -37147.0327 -123171.5182 eV.